Record 1
Here is 2 unconnected molecules or ions with the total composition C7H13N in a non-equilibrium geometry from the Open Molecules 2025 dataset. Energies are from the ωB97M-V functional and the def2-TZVPD basis.

Its largest force on an atom is 4.3 eV/Å. The calculated total energy comes out at -329.049939 a.u. The LUMO energy comes out at -0.0187 Eh. The value obtained for the frontier orbital gap is 0.241 Eh.

Each line ends with the Löwdin charge.
Cartesian coordinates (Å):
C: 0.21845 1.19478 -1.32395  -0.093
C: -0.70807 0.98980 -0.08928  -0.214
C: -0.19874 -0.02588 0.91459  -0.281
C: 0.48916 0.45139 2.04111  -0.075
N: -0.09735 1.41835 2.74413  0.059
C: 0.06107 -1.34484 0.47448  -0.097
C: -0.42788 -1.96214 -0.70301  -0.193
C: -1.11975 -1.44285 -1.76367  -0.016
H: 0.84443 2.07577 -1.19597  0.070
H: -0.41188 1.39575 -2.19404  0.070
H: 0.73329 0.25125 -1.47220  0.048
H: -1.69043 0.68405 -0.43790  0.086
H: -0.81587 1.95570 0.40732  0.092
H: 3.32722 -0.65674 0.25018  0.014
H: -1.08192 1.32358 2.98372  0.111
H: 0.39573 1.78977 3.54296  0.086
H: 3.39682 -0.17476 -0.31402  0.012
H: 0.21148 -1.98633 1.34495  0.100
H: -0.13885 -3.01084 -0.80033  0.097
H: -0.85859 -1.87126 -2.72813  0.054
H: -2.12833 -1.05457 -1.68092  0.069

Record 2
Here is C7H13N in the gas phase in a non-equilibrium geometry from the Open Molecules 2025 dataset. Energies are from the ωB97M-V functional and the def2-TZVPD basis.

Its largest force on an atom is 2.9 eV/Å. The calculated total energy comes out at -329.200473 a.u. The LUMO energy comes out at 0.0386 Eh. The value obtained for the frontier orbital gap is 0.333 Eh. Its structure (SMILES) is C=CC/C(=C/N)CC.

Each line ends with the Löwdin charge.
Cartesian coordinates (Å):
C: 1.46065 1.54960 0.78745  -0.106
C: 0.65560 1.40916 -0.49530  -0.217
C: -0.43136 0.33091 -0.65595  -0.262
C: -1.68809 0.48384 -0.20430  -0.178
N: -2.17132 1.42518 0.70508  0.061
C: 0.02618 -1.02897 -1.07962  -0.213
C: 0.65292 -1.82824 0.02432  -0.170
C: 0.24635 -3.04099 0.39986  -0.001
H: 2.15159 0.70279 0.87236  0.056
H: 0.89018 1.54322 1.69968  0.067
H: 2.19994 2.33307 0.63687  0.071
H: 1.28394 1.24651 -1.38651  0.113
H: 0.08503 2.34928 -0.61801  0.105
H: -2.43385 -0.19579 -0.60153  0.109
H: -1.41889 1.84313 1.23636  0.069
H: -2.93661 2.03989 0.48204  0.081
H: -0.77978 -1.64937 -1.55226  0.120
H: 0.64071 -1.06447 -1.99074  0.111
H: 1.50219 -1.36679 0.50576  0.084
H: 0.49871 -3.40917 1.38869  0.048
H: -0.43407 -3.67278 -0.15424  0.052

Record 3
Here is 2 unconnected molecules or ions with the total composition C7H13N2O3S in a non-equilibrium geometry from the Open Molecules 2025 dataset. Energies are from the ωB97M-V functional and the def2-TZVPD basis.

Its largest force on an atom is 3.1 eV/Å. Its net charge is -1. The calculated total energy comes out at -1007.865575 a.u. The LUMO energy (spin up / spin down) comes out at 0.1142 / 0.1142 Eh. The value obtained for the frontier orbital gap (spin up / spin down) is 0.211 / 0.211 Eh.

Each line ends with the Löwdin charge.
Cartesian coordinates (Å):
C: 1.22503 1.23533 -0.38521  -0.062
C: -0.11244 1.41910 -0.10469  -0.223
C: -0.72496 0.14364 -0.29821  -0.266
C: -0.82249 2.55019 0.57516  -0.042
C: -0.32450 -1.11697 2.50720  -0.031
C: 2.68517 -0.33599 -1.57933  -0.016
C: 0.09841 -1.90536 -1.37434  -0.046
N: 1.44272 -0.06114 -0.84492  -0.099
N: 0.18233 -0.66552 -0.90996  -0.126
O: -2.72734 0.02175 -1.85133  -0.349
O: -2.64226 -1.62857 -0.01861  -0.402
O: -3.10757 0.78198 0.47459  -0.376
S: -2.50159 -0.18892 -0.44899  0.454
H: 2.14296 1.76299 -0.22845  0.095
H: -0.27670 2.69938 1.51019  0.082
H: -1.86785 2.45059 0.61547  0.037
H: -0.60772 3.48126 0.11595  0.055
H: -0.45843 -0.31344 3.26420  0.030
H: 0.66613 -1.49886 2.56060  -0.007
H: -0.88114 -1.96914 2.96648  0.031
H: 3.24044 0.57713 -1.52842  0.067
H: 3.26200 -1.04849 -1.01890  0.076
H: 2.45370 -0.67436 -2.56342  0.073
H: -0.54129 -2.68590 -0.88283  0.065
H: 0.85638 -2.17578 -2.06489  0.003
H: -0.65895 -0.85490 1.51264  -0.023

Record 4
Here is 2 unconnected molecules or ions with the total composition C7H13N2OS in a non-equilibrium geometry from the Open Molecules 2025 dataset. Energies are from the ωB97M-V functional and the def2-TZVPD basis.

Its largest force on an atom is 3.5 eV/Å. Its net charge is +1. The calculated total energy comes out at -857.183192 a.u. The LUMO energy comes out at -0.1479 Eh. The value obtained for the frontier orbital gap is 0.314 Eh.

Each line ends with the Löwdin charge.
Cartesian coordinates (Å):
C: -2.19547 -1.67463 -0.07119  -0.277
C: -0.88941 -2.09743 0.63885  0.008
C: -0.30124 -0.69732 1.12588  -0.099
C: -3.03548 0.75084 -0.71752  -0.148
C: -2.71366 2.21306 -0.29973  -0.304
C: -1.14668 0.31819 0.52272  -0.555
C: 2.83728 0.04113 -1.04560  -0.175
N: -2.11463 -0.17427 -0.10415  -0.024
N: 2.66248 -0.22342 0.35731  -0.123
O: -3.21949 -2.17693 -0.43520  0.182
S: -1.09376 2.01674 0.63334  1.092
H: -0.95958 -2.78922 1.47553  0.134
H: -0.41595 -2.53179 -0.27918  0.151
H: -0.50551 -0.74391 2.15444  0.120
H: 2.11717 0.96868 -1.12818  0.112
H: -4.06252 0.40531 -0.38091  0.157
H: -3.12774 0.60070 -1.84070  0.161
H: -2.69105 3.00731 -1.18845  0.150
H: -3.39899 2.58249 0.37218  0.038
H: 3.90277 0.22789 -1.31515  0.086
H: 2.49004 -0.73678 -1.63451  0.036
H: 3.16856 -0.95636 0.83552  0.078
H: 2.84745 0.67701 0.88274  0.108
H: 0.78732 -0.54626 0.92594  0.093